The following is a DFT calculation (ωB97M-V with the def2-TZVPD basis set) of 12 unconnected molecules or ions with the total composition C46H58N12 at a distorted geometry.

Calculated values
- Total charge: +1
- Spin multiplicity: 2
- Gap between HOMO and LUMO (alpha / beta): 0.228 / 0.081 Ha
- Energy: -2444.2709 hartree
- LUMO (alpha / beta): -3.053 / -7.066 eV
- ⟨S²⟩: 0.763
- E_HOMO (alpha / beta): -9.27 / -9.27 eV

Last column: Mulliken charge in e.
CARTESIAN COORDINATES (ANGSTROEM)
C -2.006 -4.085 0.493  -0.379
C -3.142 -3.994 1.407  0.185
N -4.063 -3.911 2.074  -0.471
H -2.343 -3.877 -0.522  0.349
H -1.538 -5.069 0.519  0.509
H -1.282 -3.298 0.707  -0.120
N 1.529 1.203 -5.759  0.173
C 1.222 0.916 -4.514  -0.771
C 2.088 -0.031 -4.017  -0.212
C 2.936 -0.435 -5.051  -1.005
C 2.602 0.407 -6.123  -1.045
H 1.015 1.863 -6.325  0.306
H 0.388 1.429 -4.059  0.761
H 2.203 -0.408 -3.011  0.776
H 3.781 -1.104 -4.973  0.482
H 3.011 0.417 -7.122  0.428
N -6.025 0.603 1.529  -0.006
C -6.716 0.632 0.279  -0.743
C -5.966 -0.154 -0.564  -0.909
C -4.905 -0.790 0.101  -0.158
C -5.010 -0.356 1.394  -0.863
H -6.343 1.049 2.377  0.214
H -7.641 1.179 0.173  0.426
H -6.220 -0.255 -1.608  0.499
H -4.098 -1.438 -0.207  0.826
H -4.444 -0.582 2.285  0.774
N -1.239 2.832 0.997  0.777
C -2.495 3.491 1.138  -0.391
C -2.260 4.781 1.543  -0.561
C -0.876 4.978 1.790  -0.749
C -0.278 3.704 1.518  -0.102
H -1.198 1.862 0.720  0.053
H -3.426 2.984 0.936  0.592
H -3.048 5.517 1.606  0.448
H -0.326 5.834 2.152  0.473
H 0.752 3.401 1.634  0.467
N 2.814 3.047 -1.487  0.145
C 3.568 1.995 -1.915  -1.218
C 4.450 1.625 -0.931  -0.673
C 4.225 2.500 0.140  -1.003
C 3.140 3.344 -0.165  -0.369
H 2.246 3.639 -2.076  0.323
H 3.505 1.774 -2.970  0.760
H 5.294 0.952 -0.877  0.483
H 4.703 2.623 1.101  0.495
H 2.671 4.166 0.355  0.685
N 0.405 -4.281 -3.767  0.022
C 0.454 -5.143 -2.676  -0.880
C 0.640 -4.349 -1.536  -1.409
C 0.624 -3.036 -1.969  0.858
C 0.422 -2.971 -3.349  -0.998
H 0.444 -4.615 -4.720  0.222
H 0.308 -6.204 -2.816  0.402
H 0.839 -4.717 -0.540  0.724
H 0.773 -2.241 -1.254  0.530
H 0.435 -2.177 -4.081  0.533
N 2.272 -2.325 5.964  0.067
C 1.034 -1.831 5.516  -0.885
C 1.306 -0.634 4.844  0.542
C 2.689 -0.438 4.865  -1.067
C 3.278 -1.463 5.629  -0.729
H 2.467 -3.234 6.358  0.231
H 0.152 -2.420 5.723  0.418
H 0.650 0.056 4.335  0.617
H 3.214 0.399 4.427  0.441
H 4.283 -1.612 5.996  0.353
N 1.297 0.673 -0.447  1.766
C 1.450 0.269 0.854  -0.524
C 0.302 -0.382 1.210  -0.520
C -0.594 -0.324 0.069  -0.639
C 0.048 0.359 -0.903  -0.348
H 2.042 1.201 -0.880  0.047
H 2.399 0.506 1.312  0.710
H 0.114 -0.820 2.180  0.095
H -1.526 -0.863 -0.016  -0.053
H -0.178 0.700 -1.903  -0.262
N 0.898 6.142 -2.316  0.045
C 0.110 5.107 -1.949  -0.669
C 0.126 4.131 -2.941  0.101
C 1.191 4.452 -3.766  -0.332
C 1.597 5.733 -3.472  -0.597
H 1.018 7.080 -1.960  0.196
H -0.499 5.399 -1.106  0.476
H -0.483 3.239 -2.918  0.039
H 1.646 3.889 -4.568  0.405
H 2.358 6.368 -3.898  0.392
N -2.476 -2.602 5.030  0.058
C -2.153 -1.745 3.971  -0.459
C -2.223 -0.435 4.456  0.218
C -2.541 -0.503 5.814  -0.822
C -2.692 -1.844 6.159  -0.710
H -2.518 -3.611 5.015  0.225
H -1.907 -2.149 3.000  0.059
H -2.163 0.467 3.865  0.603
H -2.588 0.342 6.486  0.409
H -2.893 -2.364 7.084  0.394
N 3.341 -3.099 2.788  0.186
C 4.084 -4.114 3.288  -0.187
C 4.762 -4.721 2.170  -0.851
C 4.425 -3.975 1.019  -0.662
C 3.536 -3.007 1.426  -0.503
H 2.831 -2.443 3.362  0.390
H 4.101 -4.430 4.321  0.355
H 5.299 -5.651 2.287  0.391
H 4.783 -4.044 0.003  0.429
H 2.962 -2.300 0.845  0.518
N -3.496 1.501 -3.303  0.167
C -2.971 1.448 -4.573  -0.789
C -2.083 0.395 -4.612  -0.790
C -2.132 -0.149 -3.350  0.691
C -2.952 0.531 -2.542  -1.772
H -4.189 2.128 -2.921  0.233
H -3.243 2.197 -5.302  0.434
H -1.408 0.156 -5.421  0.587
H -1.497 -0.978 -3.076  0.711
H -3.259 0.414 -1.513  0.504


The following is a DFT calculation (ωB97M-V with the def2-TZVPD basis set) of a molecular structure, C46H58N3OP2RuS3.

Calculated values
- Total charge: +2
- ΔE to the lowest compared entry with this formula, charge and spin: 0.0 kcal per mole
- Spin multiplicity: 2
- Gap between HOMO and LUMO (alpha / beta): 0.279 / 0.229 Ha
- Energy: -3998.9390 hartree
- LUMO (alpha / beta): -4.746 / -6.496 eV
- ⟨S²⟩: 0.781
- E_HOMO (alpha / beta): -12.35 / -12.73 eV

Last column: Mulliken charge in e.
CARTESIAN COORDINATES (ANGSTROEM)
Ru 0.338 -0.446 0.441  -0.337
C 3.859 -2.849 -0.001  -1.251
C 2.661 -3.304 -0.842  0.787
C 2.749 -4.820 -1.055  -1.871
P 1.071 -2.676 -0.146  2.301
C 0.472 -3.846 1.162  1.693
C 1.505 -4.057 2.271  -1.632
C -0.105 -5.175 0.674  -1.556
C -0.192 -2.816 -1.450  -1.433
C -0.091 -3.484 -2.661  -0.463
C -1.157 -3.536 -3.557  0.255
C -1.028 -4.238 -4.877  -1.631
C -2.348 -2.903 -3.200  -1.185
C -2.469 -2.211 -2.012  -0.064
C -1.386 -2.143 -1.131  -0.052
N -1.386 -1.334 0.023  1.099
C -2.574 -1.123 0.723  -1.524
C -3.577 -2.093 0.811  0.439
C -4.667 -1.878 1.632  -1.044
C -4.801 -0.698 2.360  0.241
C -5.982 -0.471 3.259  -1.697
C -3.802 0.272 2.245  -0.095
C -2.679 0.076 1.456  -0.059
P -1.340 1.251 1.021  1.419
C -2.231 2.177 -0.333  1.302
C -2.549 1.300 -1.538  -1.714
C -3.493 2.885 0.158  -1.476
C -1.066 2.595 2.283  0.904
C 0.355 2.544 2.839  -1.108
C -2.053 2.723 3.442  -1.885
H 4.783 -3.134 -0.507  0.555
H 3.863 -3.331 0.975  0.293
H 3.881 -1.772 0.156  0.181
H 2.720 -2.808 -1.817  0.762
H 2.887 -5.334 -0.104  0.351
H 3.625 -5.039 -1.668  0.494
H 1.881 -5.254 -1.543  0.361
H -0.358 -3.271 1.578  -0.961
H 2.285 -4.749 1.955  0.385
H 1.020 -4.502 3.142  0.427
H 1.986 -3.128 2.586  0.270
H 0.667 -5.854 0.319  0.331
H -0.835 -5.039 -0.125  0.304
H -0.611 -5.667 1.507  0.470
H 0.830 -3.978 -2.933  0.427
H -0.150 -4.881 -4.903  0.400
H -0.937 -3.514 -5.689  0.325
H -1.907 -4.848 -5.083  0.392
H -3.190 -2.933 -3.881  0.471
H -3.387 -1.687 -1.787  0.572
H -3.477 -3.027 0.274  0.607
H -5.430 -2.643 1.711  0.461
H -6.835 -1.074 2.954  0.428
H -6.283 0.577 3.258  0.396
H -5.739 -0.740 4.289  0.301
H -3.933 1.194 2.789  0.421
H -1.533 2.956 -0.639  0.049
H -3.329 0.579 -1.291  0.337
H -1.672 0.770 -1.910  -0.058
H -2.932 1.927 -2.345  0.718
H -4.256 2.174 0.477  0.342
H -3.913 3.462 -0.668  0.476
H -3.300 3.583 0.973  0.352
H -1.145 3.494 1.661  0.613
H 1.095 2.334 2.065  -0.289
H 0.439 1.782 3.615  0.340
H 0.600 3.503 3.299  0.648
H -2.099 1.804 4.030  0.335
H -3.058 2.986 3.120  0.342
H -1.710 3.517 4.107  0.475
C -1.258 -1.921 3.571  -1.178
C 0.047 -1.200 3.545  0.587
N 0.713 -0.722 2.512  0.979
C 1.941 -0.192 2.924  -1.521
C 2.177 -0.266 4.252  -0.348
S 0.860 -1.002 5.036  -0.256
C 2.845 0.305 1.900  -0.290
C 4.150 0.664 2.003  -0.285
S 4.810 0.842 0.441  -0.129
C 3.309 0.448 -0.276  0.065
N 2.362 0.243 0.615  1.333
C 3.210 0.190 -1.741  -0.749
H -1.652 -2.075 2.578  -0.291
H -1.994 -1.361 4.148  0.481
H -1.125 -2.892 4.052  0.540
H 3.046 0.076 4.789  0.579
H 4.752 0.774 2.889  0.539
H 4.185 -0.090 -2.137  0.646
H 2.833 1.047 -2.284  -0.168
H 2.504 -0.623 -1.910  -0.387
O 0.704 1.447 -1.439  -0.627
S 0.797 2.903 -1.045  0.542
C 2.484 3.471 -1.131  0.369
C 3.036 3.914 0.063  -0.434
C 4.337 4.403 0.073  -0.743
C 5.070 4.430 -1.103  -0.576
C 4.507 3.986 -2.298  -0.864
C 3.205 3.518 -2.320  -0.195
C 0.126 3.805 -2.431  0.272
C -0.308 3.112 -3.547  -0.221
C -0.853 3.829 -4.605  -0.930
C -0.963 5.209 -4.529  -0.519
C -0.530 5.888 -3.395  -0.780
C 0.018 5.186 -2.334  -0.470
H 2.448 3.893 0.973  0.308
H 4.771 4.768 0.994  0.490
H 6.081 4.815 -1.099  0.439
H 5.079 4.032 -3.215  0.465
H 2.744 3.214 -3.253  0.568
H -0.215 2.035 -3.580  0.417
H -1.191 3.307 -5.490  0.472
H -1.388 5.762 -5.355  0.428
H -0.619 6.965 -3.339  0.458
H 0.363 5.708 -1.449  0.512


The following is a DFT calculation (ωB97M-V with the def2-TZVPD basis set) of a molecular structure, C46H59IIrN8OTe at a distorted geometry.

Calculated values
- Total charge: +2
- ΔE to the lowest compared entry with this formula, charge and spin: 0.0 kcal per mole
- Spin multiplicity: 2
- Gap between HOMO and LUMO (alpha / beta): 0.268 / 0.207 Ha
- Energy: -2971.0883 hartree
- LUMO (alpha / beta): -4.741 / -6.386 eV
- ⟨S²⟩: 0.756
- E_HOMO (alpha / beta): -12.03 / -12.01 eV

Last column: Mulliken charge in e.
CARTESIAN COORDINATES (ANGSTROEM)
Ir 0.095 0.514 -0.102  1.935
C 3.496 -0.223 -1.763  -1.295
N 2.359 -0.377 -2.663  0.570
C 2.425 0.393 -3.891  -1.134
C 1.283 -1.098 -2.320  -0.476
N 0.876 -1.125 -1.031  0.419
C 0.435 -2.360 -0.504  0.173
C 0.957 -3.594 -0.890  -0.467
C 0.391 -4.761 -0.412  -0.960
C -0.704 -4.706 0.446  -0.858
C -1.187 -3.486 0.887  -0.871
C -0.580 -2.302 0.471  0.772
N -0.955 -1.012 0.908  0.208
C -1.506 -0.917 2.135  -0.428
N -1.060 -1.635 3.185  0.664
C 0.270 -2.203 3.205  -1.546
C -1.946 -2.160 4.213  -1.318
N -2.565 -0.108 2.313  0.604
C -3.474 0.143 1.206  -1.082
C -2.801 0.623 3.547  -1.274
N 0.643 -1.787 -3.291  0.584
C -0.720 -2.266 -3.171  -1.369
C 1.347 -2.328 -4.445  -1.320
H 4.278 -0.938 -2.035  0.411
H 3.194 -0.389 -0.733  0.273
H 3.899 0.786 -1.867  0.436
H 2.481 1.453 -3.627  0.267
H 1.534 0.226 -4.490  0.418
H 3.305 0.120 -4.475  0.376
H 1.793 -3.639 -1.575  0.541
H 0.790 -5.716 -0.724  0.444
H -1.173 -5.618 0.783  0.471
H -2.030 -3.454 1.564  0.493
H 0.929 -1.626 2.558  0.173
H 0.263 -3.245 2.876  0.332
H 0.635 -2.164 4.229  0.843
H -2.979 -1.917 3.984  0.503
H -1.691 -1.766 5.198  0.247
H -1.839 -3.248 4.237  0.410
H -3.743 -0.799 0.728  0.296
H -3.050 0.806 0.453  0.301
H -4.375 0.597 1.613  0.405
H -1.961 0.483 4.223  0.136
H -3.720 0.296 4.037  0.355
H -2.886 1.688 3.323  0.577
H -1.219 -1.800 -2.327  0.403
H -0.736 -3.347 -3.018  0.378
H -1.254 -2.037 -4.095  0.448
H 2.417 -2.170 -4.341  0.409
H 1.003 -1.870 -5.373  0.396
H 1.150 -3.401 -4.494  0.400
C 6.565 -0.186 7.980  -1.591
C 5.676 0.162 6.825  0.485
C 5.158 -0.818 5.993  -0.736
C 4.339 -0.505 4.910  0.998
C 3.808 -1.632 4.080  -1.754
C 4.048 0.829 4.667  0.094
Te 2.991 1.507 2.919  0.491
N 1.721 1.269 0.853  0.538
C 2.052 2.003 -0.183  0.139
O 1.206 1.856 -1.179  -0.694
C 3.139 2.984 -0.338  -0.571
C 4.453 2.706 0.029  0.271
C 5.435 3.671 -0.130  -1.254
C 5.111 4.913 -0.656  -0.607
C 3.806 5.184 -1.047  -0.828
C 2.825 4.219 -0.900  -0.482
C 1.320 2.417 3.820  1.131
C 0.995 3.721 3.434  0.020
C 1.789 4.560 2.480  -1.621
C -0.122 4.325 4.010  -0.717
C -0.886 3.696 4.980  0.631
C -2.056 4.381 5.620  -1.719
C -0.509 2.416 5.376  -0.799
C 0.579 1.764 4.817  1.026
C 0.940 0.400 5.324  -1.218
C 4.562 1.853 5.474  0.857
C 4.268 3.308 5.252  -1.478
C 5.366 1.490 6.546  -1.013
H 6.591 -1.259 8.153  0.373
H 6.225 0.300 8.894  0.383
H 7.585 0.151 7.792  0.338
H 5.395 -1.857 6.187  0.422
H 4.560 -2.410 3.968  0.614
H 3.506 -1.312 3.078  -0.011
H 2.944 -2.085 4.565  0.300
H 4.715 1.730 0.419  0.686
H 6.456 3.450 0.150  0.485
H 5.879 5.665 -0.774  0.453
H 3.558 6.147 -1.471  0.472
H 1.807 4.419 -1.208  0.501
H 2.681 4.072 2.093  -0.047
H 2.107 5.473 2.985  0.581
H 1.181 4.861 1.628  0.336
H -0.375 5.335 3.711  0.422
H -2.311 5.303 5.101  0.404
H -1.828 4.631 6.657  0.366
H -2.935 3.736 5.629  0.358
H -1.077 1.914 6.151  0.494
H 0.084 -0.064 5.815  0.422
H 1.752 0.452 6.050  0.635
H 1.278 -0.247 4.514  -0.447
H 4.453 3.617 4.218  0.196
H 4.901 3.916 5.892  0.483
H 3.228 3.545 5.486  0.264
H 5.770 2.270 7.180  0.452
I -1.121 2.804 0.754  -0.009
C -1.900 2.531 -1.181  0.619
C -2.512 3.543 -1.894  -0.788
C -2.942 3.237 -3.176  -0.409
C -2.744 1.954 -3.663  -0.952
C -2.126 1.017 -2.855  -0.281
N -1.701 1.298 -1.619  -0.085
H -2.645 4.525 -1.467  0.496
H -3.425 3.990 -3.781  0.468
H -3.068 1.678 -4.656  0.487
H -1.965 0.007 -3.201  0.250


Question: Number 3 is which compound?
Answer: C46H59IIrN8OTe


Question: What is the ⟨S²⟩ in the second record?
Answer: 0.781


Question: Among the records above, which one has the lowest total charge?
Answer: C46H58N12